[1]
Formula: C55H54F6N4O16S
Source: the Open Molecules 2025 dataset
Level of theory: ωB97M-V with the def2-TZVPD basis set

Each line ends with the Mulliken charge.
Cartesian coordinates (Å):
C  -1.896  1.148  3.845  -1.00
C  -2.913  1.671  2.723  -0.62
C  -2.190  1.986  1.297  1.01
O  -3.266  2.155  0.348  -0.29
C  -2.816  2.337  -1.017  -1.25
C  -1.247  2.554  -1.214  0.71
C  -0.432  1.291  -1.688  0.03
C  -1.139  -0.101  -1.999  -1.13
C  -1.727  -0.867  -0.722  -0.45
C  -0.600  -1.498  0.239  0.57
F  0.001  -2.558  -0.533  -0.18
F  0.346  -0.563  0.705  -0.23
F  -1.282  -2.178  1.314  -0.16
C  1.103  1.425  -1.894  0.26
C  1.821  2.805  -1.632  0.23
C  1.005  4.053  -1.170  -0.46
C  1.784  5.431  -0.964  -1.13
O  1.954  5.858  0.408  -0.25
C  1.664  4.821  1.367  0.67
C  2.101  5.429  2.830  -0.59
O  2.693  6.733  2.626  -0.28
C  2.146  7.735  3.512  -0.20
C  3.325  8.714  4.062  -0.96
C  -0.556  3.948  -0.956  1.23
S  -1.632  5.358  -0.466  1.38
O  -2.700  5.023  0.532  -0.62
O  -0.901  6.571  0.026  -0.64
C  -2.557  5.904  -2.037  0.68
F  -2.279  4.969  -3.060  -0.19
F  -2.057  7.179  -2.432  -0.22
F  -3.934  5.929  -1.750  -0.18
C  3.412  2.846  -1.909  0.14
O  4.231  3.479  -1.210  -0.56
C  3.881  1.937  -3.163  -0.28
O  4.939  2.380  -4.021  -0.55
C  3.225  0.684  -3.407  0.59
C  3.599  -0.246  -4.648  -1.08
C  4.440  -1.560  -4.278  -0.59
C  5.951  -1.200  -3.811  0.54
C  6.328  -1.679  -2.370  -0.34
C  7.753  -1.373  -1.855  -0.42
C  8.746  -0.631  -2.794  -0.39
C  8.360  -0.165  -4.217  -0.50
C  6.916  -0.458  -4.767  -0.34
C  2.042  0.215  -2.414  0.08
O  1.909  -0.978  -2.061  -0.46
H  -1.149  1.969  4.111  0.24
H  -1.417  0.133  3.616  0.19
H  -2.528  0.978  4.800  0.36
H  -3.585  2.536  3.069  0.32
H  -3.639  0.796  2.501  0.17
H  -1.505  1.095  1.106  -0.38
H  -1.585  2.953  1.493  -0.03
H  -3.330  3.298  -1.407  0.29
H  -3.249  1.485  -1.650  0.27
H  -2.047  0.141  -2.675  0.52
H  -0.505  -0.841  -2.594  0.43
H  -2.306  -1.781  -1.134  0.48
H  -2.522  -0.266  -0.137  0.05
H  2.802  5.483  -1.491  0.35
H  1.136  6.245  -1.475  0.35
H  2.292  3.869  1.244  0.06
H  0.533  4.597  1.480  -0.33
H  2.910  4.737  3.274  0.26
H  1.164  5.454  3.507  0.38
H  1.451  8.421  2.899  0.22
H  1.627  7.324  4.442  0.27
H  3.472  9.623  3.362  0.25
H  4.330  8.156  4.041  0.27
H  3.118  9.110  5.112  0.31
H  4.503  2.737  -4.832  0.37
H  4.094  0.426  -5.434  0.45
H  2.596  -0.589  -5.112  0.28
H  4.483  -2.204  -5.238  0.39
H  3.873  -2.130  -3.458  0.20
H  5.556  -2.241  -1.737  0.28
H  8.023  -1.723  -0.808  0.33
H  9.789  -0.416  -2.359  0.29
H  9.096  0.405  -4.878  0.32
H  6.594  -0.136  -5.823  0.29
O  0.022  -3.342  -5.402  -0.61
N  -0.930  -4.084  -5.605  1.06
O  -1.435  -4.277  -6.701  -0.60
C  -1.507  -4.784  -4.454  -0.17
C  -0.983  -4.562  -3.181  -0.25
C  -1.550  -5.210  -2.090  -0.63
C  -2.624  -6.073  -2.271  -0.17
C  -3.138  -6.300  -3.545  -0.59
C  -2.580  -5.654  -4.644  -0.35
H  -0.146  -3.891  -3.025  0.61
H  -1.155  -5.040  -1.093  0.51
H  -3.065  -6.571  -1.413  0.32
H  -3.975  -6.976  -3.680  0.41
H  -2.990  -5.836  -5.631  0.45
O  -5.999  1.456  -1.794  -0.63
N  -5.822  0.484  -1.075  1.12
O  -4.926  -0.337  -1.231  -0.60
C  -6.743  0.285  0.044  0.08
C  -7.798  1.177  0.234  -0.40
C  -8.685  0.970  1.285  -0.53
C  -8.513  -0.116  2.138  -0.34
C  -7.452  -0.997  1.950  -0.70
C  -6.562  -0.800  0.900  -0.24
H  -7.942  2.026  -0.424  0.46
H  -9.512  1.654  1.437  0.38
H  -9.211  -0.277  2.954  0.38
H  -7.322  -1.840  2.620  0.39
H  -5.741  -1.495  0.762  0.64
O  -4.763  -8.573  1.237  -0.61
N  -4.535  -7.374  1.186  1.04
O  -5.026  -6.610  0.365  -0.59
C  -3.607  -6.812  2.170  -0.02
C  -2.998  -7.652  3.100  -0.44
C  -2.098  -7.118  4.016  -0.44
C  -1.815  -5.755  4.002  -0.59
C  -2.434  -4.919  3.077  -0.44
C  -3.333  -5.445  2.155  -0.29
H  -3.210  -8.716  3.122  0.46
H  -1.614  -7.765  4.741  0.38
H  -1.108  -5.342  4.715  0.44
H  -2.211  -3.857  3.072  0.44
H  -3.806  -4.783  1.437  0.66
O  3.713  -2.023  6.737  -0.60
N  3.016  -1.993  5.733  1.04
O  1.795  -2.077  5.737  -0.61
C  3.687  -1.853  4.439  -0.13
C  5.079  -1.792  4.389  -0.38
C  5.712  -1.683  3.155  -0.50
C  4.958  -1.632  1.986  -0.39
C  3.569  -1.683  2.044  -0.48
C  2.927  -1.795  3.273  -0.51
H  5.677  -1.831  5.292  0.44
H  6.795  -1.641  3.104  0.38
H  5.457  -1.552  1.024  0.49
H  2.986  -1.640  1.130  0.55
H  1.843  -1.837  3.304  0.67

## Properties
Net charge: 0
Structure (SMILES): CCCOCc1c(CCC(F)(F)F)c2c(c(COCCOCC)c1S(=O)(=O)C(F)(F)F)C(=O)C(O)=C(CCc1ccccc1)C2=O.O=[N+]([O-])c1ccccc1.O=[N+]([O-])c1ccccc1.O=[N+]([O-])c1ccccc1.O=[N+]([O-])c1ccccc1
Kohn-Sham gap (Eh): 0.25040
HOMO level (eV): -8.8


[2]
Formula: C55H54NOP5S3Sn
Source: the Open Molecules 2025 dataset
Level of theory: ωB97M-V with the def2-TZVPD basis set

Each line ends with the Mulliken charge.
Cartesian coordinates (Å):
Sn  -0.786  -0.782  -0.928  0.33
O  -4.540  1.212  0.151  -0.50
N  -3.366  1.070  0.881  0.03
C  -2.461  1.875  0.491  -0.95
C  -2.608  2.911  -0.559  0.68
C  -2.478  4.235  -0.148  -0.27
C  -2.676  5.273  -1.043  -0.95
C  -2.990  4.992  -2.364  -0.89
C  -3.077  3.676  -2.789  -0.42
C  -2.886  2.618  -1.901  0.48
P  -2.867  0.890  -2.508  1.37
C  -2.201  1.080  -4.198  0.38
C  -1.073  1.863  -4.432  -0.52
C  -0.533  1.965  -5.706  -0.50
C  -1.112  1.280  -6.765  -0.74
C  -2.224  0.479  -6.540  -0.66
C  -2.761  0.373  -5.266  -0.81
C  -4.584  0.373  -2.807  -0.02
C  -4.992  -0.856  -2.303  0.30
C  -6.283  -1.321  -2.509  -0.49
C  -7.182  -0.543  -3.224  -0.71
C  -6.785  0.686  -3.736  -0.72
C  -5.491  1.141  -3.535  -0.17
H  -5.200  0.735  0.668  0.42
H  -1.550  1.823  1.079  -0.03
H  -2.243  4.448  0.888  0.54
H  -2.588  6.299  -0.709  0.44
H  -3.153  5.797  -3.069  0.46
H  -3.270  3.473  -3.834  0.36
H  -0.615  2.409  -3.618  0.26
H  0.335  2.591  -5.871  0.51
H  -0.703  1.374  -7.762  0.42
H  -2.685  -0.054  -7.361  0.47
H  -3.636  -0.246  -5.110  0.47
H  -4.278  -1.450  -1.745  -0.52
H  -6.590  -2.282  -2.117  0.45
H  -8.192  -0.895  -3.387  0.41
H  -7.486  1.290  -4.296  0.46
H  -5.192  2.094  -3.951  0.31
C  -3.760  -2.067  1.293  -1.54
P  -2.327  -2.609  0.329  1.61
C  -3.024  -3.911  -0.737  -1.02
C  -1.214  -3.443  1.506  0.81
C  -1.677  -3.803  2.770  -0.96
C  -0.854  -4.483  3.656  -0.69
C  0.439  -4.816  3.285  -1.13
C  0.914  -4.454  2.034  -0.66
C  0.103  -3.765  1.136  -0.09
P  0.731  -3.233  -0.487  1.53
C  0.621  -4.718  -1.546  -1.27
C  2.529  -3.079  -0.292  -1.28
H  -3.461  -1.333  2.039  0.41
H  -4.243  -2.926  1.759  0.64
H  -4.469  -1.606  0.607  0.18
H  -3.349  -4.752  -0.123  0.49
H  -2.300  -4.260  -1.468  0.04
H  -3.883  -3.507  -1.275  0.32
H  -2.683  -3.558  3.083  0.40
H  -1.228  -4.754  4.634  0.46
H  1.081  -5.354  3.970  0.44
H  1.930  -4.707  1.761  0.45
H  1.163  -5.540  -1.076  0.44
H  1.084  -4.498  -2.509  0.46
H  -0.405  -5.032  -1.721  0.32
H  2.992  -4.058  -0.165  0.63
H  2.785  -2.437  0.550  0.06
H  2.934  -2.614  -1.192  0.44
S  1.280  -1.440  -5.249  -0.08
C  0.330  -1.489  -3.846  0.60
S  1.681  -0.579  -3.315  0.15
S  -1.072  -2.100  -3.300  -0.19
C  3.898  0.894  1.084  -1.62
P  2.275  0.577  0.267  1.69
C  2.156  2.002  -0.879  0.21
C  3.206  2.245  -1.769  -0.64
C  3.116  3.250  -2.721  -1.08
C  1.971  4.033  -2.805  -0.50
C  0.916  3.793  -1.938  -0.63
C  1.001  2.777  -0.995  0.61
C  1.116  1.017  1.614  0.30
C  1.003  2.299  2.152  -0.16
C  0.138  2.546  3.208  -1.21
C  -0.619  1.513  3.748  -1.07
C  -0.498  0.228  3.240  -0.34
C  0.364  -0.014  2.180  0.19
P  4.535  -0.602  1.969  0.04
C  6.007  0.084  2.809  0.62
C  6.624  -0.740  3.752  -0.55
C  7.755  -0.317  4.428  -0.66
C  8.297  0.935  4.161  -0.48
C  7.700  1.755  3.218  -0.73
C  6.559  1.334  2.545  -0.24
C  3.390  -0.740  3.394  0.14
C  2.813  -1.980  3.648  -0.28
C  1.971  -2.162  4.740  -0.46
C  1.699  -1.098  5.583  -0.81
C  2.269  0.147  5.338  -0.61
C  3.114  0.322  4.255  -0.42
H  3.848  1.792  1.706  0.62
H  4.622  1.078  0.286  0.83
H  4.112  1.652  -1.722  0.39
H  3.948  3.431  -3.388  0.45
H  1.911  4.833  -3.531  0.48
H  0.022  4.405  -1.982  0.29
H  0.168  2.617  -0.324  -0.31
H  1.595  3.111  1.744  0.44
H  0.062  3.545  3.619  0.49
H  -1.288  1.709  4.576  0.49
H  -1.055  -0.589  3.683  0.61
H  0.499  -1.033  1.823  -0.10
H  6.211  -1.720  3.965  0.35
H  8.218  -0.964  5.160  0.40
H  9.183  1.265  4.685  0.39
H  8.119  2.729  3.004  0.40
H  6.113  1.998  1.817  0.33
H  3.044  -2.815  2.995  0.59
H  1.544  -3.137  4.940  0.54
H  1.055  -1.237  6.442  0.44
H  2.068  0.975  6.005  0.47
H  3.581  1.287  4.090  0.45

## Properties
Net charge: +2
Relative energy (zero: lowest compared OMol25 entry of this formula, charge and spin) (kJ/mol): 0.00
Kohn-Sham gap (Eh): 0.21040
HOMO level (eV): -12.0


[3]
Formula: C55H58BrN7O3Ta
Source: the Open Molecules 2025 dataset
Level of theory: ωB97M-V with the def2-TZVPD basis set

Each line ends with the Mulliken charge.
Cartesian coordinates (Å):
Ta  0.812  0.058  0.381  2.88
C  1.499  -6.130  -1.273  -1.14
C  0.110  -5.482  -1.261  -1.23
C  0.076  -4.222  -0.448  0.75
C  -0.305  -4.102  0.897  0.69
C  -0.764  -5.183  1.825  -0.95
C  0.269  -5.524  2.907  -1.11
C  -0.242  -2.739  1.204  0.31
N  0.221  -2.019  0.102  -0.67
C  0.398  -2.945  -0.893  -1.13
C  0.775  -2.635  -2.294  -0.04
C  -0.021  -1.540  -2.926  -1.70
C  -0.257  -1.358  -4.226  0.64
C  -0.644  -2.416  -5.213  -1.12
C  -1.972  -3.094  -4.856  -1.28
C  0.225  0.026  -4.623  0.84
C  0.477  0.737  -3.258  -0.01
C  -0.029  2.059  -2.899  -0.94
C  -0.152  2.508  -1.646  0.70
N  -0.133  1.753  -0.466  -0.31
C  -0.048  2.699  0.628  2.17
C  -1.155  2.696  1.728  1.62
C  -1.486  1.277  2.182  0.78
N  -0.858  0.172  1.689  -0.27
C  -1.141  -0.876  2.579  0.06
C  -0.787  -2.172  2.369  -1.24
C  -1.986  -0.385  3.617  0.66
C  -2.264  0.930  3.331  0.61
C  -3.190  1.792  4.138  -1.31
C  -4.672  1.503  3.862  -1.37
C  -2.474  -1.186  4.777  -1.19
C  -1.367  -1.428  5.813  -1.15
C  0.157  4.059  0.005  0.27
C  -0.080  3.941  -1.306  0.37
C  -0.219  5.027  -2.321  -1.28
C  -1.676  5.167  -2.785  -1.01
C  0.590  5.263  0.779  -0.66
C  2.105  5.257  1.033  -1.40
N  0.421  -0.355  -2.237  0.11
C  -0.501  0.769  -5.723  -1.64
C  -2.002  0.873  -5.458  -1.11
H  1.486  -7.057  -1.847  0.44
H  1.819  -6.359  -0.256  0.26
H  2.238  -5.458  -1.715  0.22
H  -0.614  -6.187  -0.851  0.55
H  -0.209  -5.280  -2.286  0.19
H  -0.982  -6.082  1.250  0.34
H  -1.698  -4.877  2.303  0.42
H  1.209  -5.845  2.456  0.29
H  -0.102  -6.334  3.536  0.44
H  0.477  -4.663  3.543  0.22
H  0.750  -3.552  -2.877  1.56
H  0.136  -3.182  -5.254  0.33
H  -0.712  -1.978  -6.209  0.42
H  -1.917  -3.559  -3.871  0.21
H  -2.205  -3.862  -5.593  0.47
H  -2.787  -2.370  -4.844  0.30
H  -0.069  2.781  -3.704  0.38
H  -3.250  2.900  1.963  -0.20
H  -1.100  -2.879  3.127  0.46
H  -3.000  2.842  3.952  0.02
H  -2.978  1.614  5.195  0.71
H  -4.943  1.788  2.844  0.27
H  -5.294  2.079  4.547  0.41
H  -4.906  0.445  3.985  0.37
H  -2.858  -2.147  4.423  0.51
H  -3.302  -0.668  5.258  0.36
H  -0.534  -1.983  5.378  0.23
H  -1.761  -2.001  6.651  0.44
H  -0.982  -0.480  6.188  0.33
H  0.422  4.822  -3.181  0.44
H  0.110  5.973  -1.892  0.49
H  -2.006  4.281  -3.330  0.20
H  -1.779  6.031  -3.441  0.48
H  -2.337  5.298  -1.930  0.19
H  0.074  5.305  1.734  -0.31
H  0.321  6.163  0.224  0.66
H  2.397  4.422  1.670  0.21
H  2.404  6.179  1.531  0.46
H  2.654  5.179  0.094  0.31
H  -0.316  0.260  -6.673  0.58
H  -0.071  1.770  -5.814  0.62
H  -2.470  -0.112  -5.473  0.16
H  -2.482  1.487  -6.220  0.50
H  -2.190  1.324  -4.483  0.21
O  -2.785  3.386  0.044  -0.53
C  -2.463  3.446  1.426  0.29
C  -2.589  4.873  1.875  -1.27
C  -2.174  5.459  3.009  -0.55
C  -1.296  4.986  4.054  -1.05
C  -0.466  3.910  4.028  -0.69
C  -0.277  3.025  2.949  0.02
C  0.808  2.150  2.737  0.24
O  1.083  2.137  1.360  -0.42
N  1.363  1.215  3.439  -1.48
N  1.885  0.262  2.629  0.82
C  2.700  -0.608  3.102  -0.88
C  3.456  -1.496  2.245  0.81
C  4.321  -2.440  2.803  -0.95
C  5.233  -3.123  2.024  -0.88
C  5.352  -2.806  0.675  -0.66
C  4.512  -1.866  0.104  -0.48
C  3.506  -1.268  0.856  0.78
O  2.594  -0.471  0.274  -0.54
H  -3.070  2.493  -0.182  0.41
H  -3.240  5.435  1.212  0.43
H  -2.542  6.468  3.164  0.42
H  -1.249  5.611  4.938  0.38
H  0.199  3.762  4.874  0.45
H  2.954  -0.578  4.160  0.53
H  4.285  -2.613  3.872  0.47
H  5.881  -3.867  2.467  0.45
H  6.110  -3.283  0.070  0.46
H  4.646  -1.561  -0.925  0.58
Br  2.898  -2.002  -6.693  -0.10
C  2.428  -1.449  -4.931  -1.08
C  1.805  -0.099  -4.803  -1.00
C  2.006  0.474  -3.390  -0.45
N  1.904  -0.501  -2.283  0.18
C  2.183  -1.934  -2.509  0.66
C  2.670  -2.244  -3.896  -1.12
H  2.173  0.576  -5.575  0.88
H  2.778  1.227  -3.245  0.50
H  2.893  -2.298  -1.769  0.48
H  3.169  -3.196  -4.028  0.56

## Properties
Net charge: +1
Relative energy (zero: lowest compared OMol25 entry of this formula, charge and spin) (kJ/mol): 827.47
Kohn-Sham gap (alpha / beta) (Eh): 0.17680 / 0.17676
HOMO level (alpha / beta) (eV): -8.4 / -8.4


> Which of these has the highest net charge?

C55H54NOP5S3Sn